No. 1
60
Properties=species:S:1:pos:R:3:forces:R:3 method="wB97M-V/def2-TZVPD" homo_lumo_gap_ev=5.82 e_lumo_ev=-0.9 e_above_lowest_kj_mol=0.0 total_charge=0 e_tot_ev=-155777.0933
Sc -0.319 0.174 -0.180 0.0482 0.1052 -0.1133
C 4.775 -0.843 -2.216 0.0735 0.0493 -0.0078
S 3.923 -2.181 -1.371 0.0020 -0.0386 -0.0619
C 2.243 -1.675 -1.423 0.0021 0.1069 0.2982
S 1.750 -0.141 -2.025 -0.0958 0.0767 -0.1140
N 1.454 -2.535 -0.855 0.1286 -0.0737 -0.1021
N 0.164 -2.060 -0.762 0.1166 -0.1387 0.0968
C -0.744 -2.948 -0.782 -0.0363 -0.0585 0.0162
C -2.131 -2.503 -0.827 -0.0790 0.0058 0.0262
C -3.173 -3.411 -0.769 0.0225 0.0181 0.0248
C -4.471 -2.945 -0.918 -0.0186 0.0137 -0.0092
C -4.661 -1.599 -1.157 -0.0363 0.0051 0.0042
C -3.558 -0.756 -1.184 0.0503 0.0531 0.0609
N -2.310 -1.180 -0.999 -0.0171 -0.0815 -0.0763
H 5.836 -1.026 -2.050 0.0143 -0.0315 -0.0140
H 4.572 -0.849 -3.284 -0.0309 0.0030 0.0085
H 4.505 0.123 -1.797 0.0012 -0.0444 0.0035
H -0.494 -4.004 -0.831 0.0095 -0.0071 -0.0453
H -2.964 -4.459 -0.602 0.0078 -0.0028 -0.0045
H -5.312 -3.623 -0.857 0.0030 -0.0030 0.0021
H -5.647 -1.182 -1.301 -0.0062 -0.0109 0.0076
H -3.675 0.310 -1.323 -0.0028 -0.0065 -0.0217
N -1.235 0.335 -3.697 -0.0159 -0.0949 0.0179
C -0.829 1.525 -3.186 -0.0405 0.0372 -0.0015
N -0.492 1.698 -1.935 -0.0410 0.1102 -0.1627
C -0.117 3.011 -1.697 0.0562 0.0050 -0.0511
C -0.191 3.834 -2.765 -0.0075 -0.0536 0.0299
S -0.749 2.961 -4.143 0.0117 -0.0019 0.0321
C 0.306 3.343 -0.339 0.0157 0.0789 -0.0011
C 0.501 4.577 0.171 -0.0130 -0.0581 0.0185
S 0.822 4.466 1.861 -0.0002 0.0036 -0.0127
C 0.665 2.745 1.768 -0.0076 -0.0463 0.0397
N 0.448 2.294 0.556 0.0700 -0.0390 -0.0780
N 0.763 1.956 2.862 -0.0183 0.0435 0.0371
H -0.889 -0.475 -3.192 -0.0174 0.0829 -0.0553
H -1.208 0.236 -4.699 0.0143 0.0045 0.0332
H 0.048 4.881 -2.820 -0.0037 0.0130 -0.0207
H 0.420 5.527 -0.325 0.0107 0.0154 -0.0001
H 0.698 2.415 3.756 0.0105 -0.0108 -0.0277
H 0.244 1.074 2.800 -0.0010 0.0015 0.0015
S -6.729 -0.610 3.548 -0.0048 0.0218 0.0445
C -5.260 -0.263 2.898 -0.0489 -0.0688 -0.1069
S -3.824 -1.165 3.229 -0.0321 0.0117 0.0298
C -2.744 -0.283 2.177 -0.0288 0.0949 -0.0645
C -3.284 0.739 1.485 -0.0252 -0.0325 -0.0032
S -2.434 1.732 0.345 -0.0056 0.0522 0.0958
S -4.990 1.013 1.759 0.0095 -0.0335 0.0668
S -1.065 -0.755 2.082 -0.0630 -0.0766 0.0931
N 6.326 -1.132 3.863 0.0281 -0.0022 0.0093
C 5.358 -0.963 3.268 0.0751 -0.0113 0.0608
C 4.148 -0.747 2.527 -0.0977 0.0095 -0.0589
C 3.092 -1.641 2.623 0.0233 0.0300 -0.0325
C 1.949 -1.386 1.885 -0.0377 -0.0683 -0.0726
N 1.808 -0.325 1.088 0.0506 0.0969 0.1870
C 2.842 0.517 0.994 0.0061 -0.0702 -0.0599
C 4.022 0.356 1.692 -0.0117 -0.0227 -0.0085
H 3.154 -2.518 3.249 -0.0025 -0.0051 -0.0017
H 1.116 -2.074 1.927 -0.0032 0.0094 0.0276
H 2.721 1.346 0.313 -0.0171 0.0317 0.0120
H 4.826 1.069 1.581 0.0058 0.0020 0.0041

***

No. 2
50
Properties=species:S:1:pos:R:3:forces:R:3 method="wB97M-V/def2-TZVPD" homo_lumo_gap_ev="7.46 / 8.73" e_lumo_ev="0.4 / 0.3" s2=3.760 total_charge=0 multiplicity=4 e_tot_ev=-90471.2832
V -2.028 0.687 -0.323 -0.4859 0.0932 0.0270
O -2.888 3.393 2.330 -0.0168 0.0814 0.0597
S -2.150 2.351 1.698 -0.2569 -0.0198 -0.3214
O -2.856 1.043 1.553 0.0854 0.5622 0.4631
O -1.615 2.656 0.334 -0.1818 0.0443 0.4259
C -0.729 2.008 2.691 0.2578 -0.0937 0.1419
C -0.647 2.642 3.924 0.0987 -0.0980 -0.1431
C 0.440 2.386 4.746 0.0529 -0.0130 0.0813
C 1.426 1.500 4.340 -0.0165 0.0013 -0.0157
C 1.331 0.868 3.107 0.1602 -0.0801 0.0093
C 0.260 1.109 2.259 -0.2881 0.1209 0.0011
P 0.096 0.258 0.631 0.9566 -0.1931 0.5507
C 0.520 -1.474 1.015 -0.0043 0.0206 0.1152
C -0.535 -2.351 1.265 0.0343 -0.0538 -0.0509
C -0.285 -3.672 1.610 0.0355 0.0268 -0.0011
C 1.022 -4.130 1.705 -0.0035 0.0375 -0.0012
C 2.080 -3.264 1.457 -0.0604 0.0229 -0.0026
C 1.828 -1.943 1.116 0.0778 -0.0296 0.0026
C 1.530 0.876 -0.316 -0.0688 0.0614 -0.0581
C 1.996 0.153 -1.416 0.0178 0.0072 -0.0146
C 3.011 0.660 -2.214 -0.0545 -0.0057 0.0649
C 3.561 1.905 -1.935 -0.0129 -0.0119 0.0100
C 3.088 2.641 -0.860 -0.0508 -0.0306 0.0282
C 2.074 2.131 -0.056 0.0661 0.0303 0.0114
H -1.429 3.327 4.220 0.0016 -0.0150 -0.0281
H 0.512 2.874 5.710 0.0012 -0.0065 -0.0277
H 2.271 1.298 4.986 -0.0112 -0.0065 -0.0269
H 2.105 0.170 2.802 -0.0469 0.0571 0.0406
H -1.558 -2.003 1.182 -0.0364 0.0470 -0.0044
H -1.113 -4.344 1.800 0.0123 0.0141 -0.0035
H 1.218 -5.162 1.971 -0.0079 0.0192 -0.0093
H 3.101 -3.616 1.530 -0.0130 0.0034 -0.0048
H 2.657 -1.274 0.920 0.0116 -0.0094 -0.0275
H 1.561 -0.811 -1.651 -0.0129 -0.0256 0.0173
H 3.373 0.084 -3.057 -0.0204 0.0017 0.0194
H 4.352 2.302 -2.558 -0.0133 -0.0097 0.0102
H 3.504 3.617 -0.644 -0.0218 -0.0208 0.0051
H 1.704 2.719 0.774 0.0056 0.0037 0.0060
O -1.297 0.201 -2.059 0.3297 -0.2482 -1.1384
N -2.042 -0.389 -2.998 0.2289 0.2662 0.5502
C -1.441 -0.636 -4.177 0.0196 -0.0356 -0.2394
C -2.123 -1.248 -5.187 0.0835 0.0156 -0.0261
C -3.455 -1.612 -4.963 -0.0328 -0.1008 -0.2400
C -4.036 -1.355 -3.754 -0.1304 0.0942 0.3427
C -3.323 -0.724 -2.715 -0.1692 -0.1495 -0.1159
S -3.946 -0.394 -1.144 -0.5115 -0.3893 -0.5286
H -0.416 -0.301 -4.229 -0.0049 0.0032 0.0183
H -1.624 -1.434 -6.127 -0.0363 -0.0035 0.0128
H -4.025 -2.096 -5.746 0.0157 0.0128 0.0255
H -5.062 -1.628 -3.550 0.0176 0.0017 -0.0113